No. 1
The following is a DFT calculation (the ωB97M-V functional and the def2-TZVPD basis) of a 3-piece molecular cluster, C34H53N3O3S overall at a distorted geometry.

- charge = 0
- spin multiplicity = 3
- DFT total energy (eV) = -57561.8428
- HOMO energy (alpha / beta) (Eh) = -0.2872 / -0.2872
- HOMO-LUMO gap (alpha / beta) (eV) = 8.39 / 7.96

Each atom is followed by the atoms it is bonded to, with distances in Å.
CARTESIAN COORDINATES (ANGSTROEM)
1 O -1.99957 -1.97831 1.89986  C2 1.437, H20 0.965
2 C -0.57318 -1.80510 1.93056  O1 1.437, C3 1.554, H21 1.105, H22 1.114
3 C -0.23572 -0.76187 3.03213  C2 1.554, C4 1.560, H23 1.106, H24 1.114
4 C 0.23519 -1.35304 4.39709  C3 1.560, C5 1.572, H25 1.107, H26 1.112
5 C -0.67369 -2.49854 4.97348  C4 1.572, C6 1.536, H27 1.109, H28 1.111
6 C -0.01790 -3.88744 4.97080  C5 1.536, C7 1.408, C11 1.423
7 C 0.77765 -4.40672 6.00953  C6 1.408, C8 1.423, H29 1.100
8 C 1.38408 -5.69136 5.92141  C7 1.423, C9 1.404, H30 1.100
9 C 1.17222 -6.46005 4.76533  C8 1.404, C10 1.427, S19 1.807
10 C 0.35257 -6.00317 3.69018  C9 1.427, C11 1.406, N12 1.432
11 C -0.21937 -4.72740 3.84013  C6 1.423, C10 1.406, H31 1.102
12 N 0.14020 -6.79398 2.51520  C10 1.432, C13 1.431, H32 1.020
13 C 1.35296 -7.30944 1.95804  N12 1.431, C14 1.423, C18 1.421
14 C 1.60130 -7.14769 0.56603  C13 1.423, C15 1.413, H33 1.100
15 C 2.79937 -7.64532 0.00614  C14 1.413, C16 1.416, H34 1.098
16 C 3.73456 -8.32833 0.82165  C15 1.416, C17 1.419, H35 1.100
17 C 3.50871 -8.49694 2.21198  C16 1.419, C18 1.405, H36 1.097
18 C 2.32077 -7.97884 2.75536  C13 1.421, C17 1.405, S19 1.808
19 S 1.91917 -8.08689 4.51532  C9 1.807, C18 1.808
20 H -2.24707 -2.90724 1.98159  O1 0.965
21 H 0.00480 -2.74449 1.99344  C2 1.105
22 H -0.29313 -1.33669 0.95905  C2 1.114
23 H -1.09821 -0.07353 3.10638  C3 1.106
24 H 0.60585 -0.15127 2.63230  C3 1.114
25 H 1.28977 -1.66727 4.27794  C4 1.107
26 H 0.25030 -0.50249 5.11343  C4 1.112
27 H -1.63136 -2.59923 4.42416  C5 1.109
28 H -0.89869 -2.21470 6.02338  C5 1.111
29 H 0.97491 -3.80748 6.91095  C7 1.100
30 H 2.00588 -6.08372 6.73901  C8 1.100
31 H -0.86649 -4.35058 3.03194  C11 1.102
32 H -0.25986 -6.15948 1.82440  N12 1.020
33 H 0.85178 -6.62100 -0.04356  C14 1.100
34 H 3.04999 -7.52521 -1.05620  C15 1.098
35 H 4.63341 -8.71820 0.32199  C16 1.100
36 H 4.24668 -9.02161 2.83144  C17 1.097
37 C 2.03869 -0.13320 -4.32649  C38 1.543, H48 1.087, H49 1.092, H50 1.092
38 C 1.61494 0.72744 -3.11851  C37 1.543, C39 1.535, N43 1.494, C47 1.534
39 C 2.30486 2.09700 -3.17594  C38 1.535, C40 1.525, H51 1.096, H52 1.092
40 C 3.77387 2.06192 -2.76662  C39 1.525, C41 1.526, H53 1.094, H54 1.093
41 C 3.92968 1.40132 -1.40005  C40 1.526, C42 1.534, H55 1.093, H56 1.095
42 C 3.29599 0.00576 -1.33657  C41 1.534, N43 1.495, C45 1.546, C46 1.536
43 N 1.89214 -0.01260 -1.85119  C38 1.494, C42 1.495, O44 1.313
44 O 1.11927 0.49457 -0.91816  N43 1.313
45 C 4.18081 -0.98313 -2.12917  C42 1.546, H57 1.092, H58 1.091, H59 1.088
46 C 3.37995 -0.50775 0.10809  C42 1.536, H60 1.090, H61 1.091, H62 1.093
47 C 0.11549 0.95013 -3.35435  C38 1.534, H63 1.092, H64 1.091, H65 1.090
48 H 3.09829 -0.37127 -4.36191  C37 1.087
49 H 1.48523 -1.07452 -4.34359  C37 1.092
50 H 1.82208 0.38975 -5.26013  C37 1.092
51 H 1.78476 2.79643 -2.51198  C39 1.096
52 H 2.21973 2.51452 -4.18134  C39 1.092
53 H 4.36608 1.53936 -3.52349  C40 1.094
54 H 4.16391 3.08163 -2.72476  C40 1.093
55 H 4.99159 1.33860 -1.14797  C41 1.093
56 H 3.47485 2.05103 -0.64433  C41 1.095
57 H 3.65572 -1.92170 -2.31642  C45 1.092
58 H 5.08472 -1.22631 -1.56816  C45 1.091
59 H 4.53754 -0.58646 -3.07782  C45 1.088
60 H 2.89287 0.15989 0.81925  C46 1.090
61 H 4.42095 -0.58819 0.42361  C46 1.091
62 H 2.92788 -1.49840 0.19930  C46 1.093
63 H -0.43861 0.01105 -3.28724  C47 1.092
64 H -0.06102 1.36208 -4.34943  C47 1.091
65 H -0.32626 1.65563 -2.65044  C47 1.090
66 C -4.78201 3.82908 -0.29278  C67 1.542, H77 1.087, H78 1.092, H79 1.092
67 C -3.36280 4.16002 -0.79751  C66 1.542, C68 1.535, N72 1.499, C76 1.536
68 C -2.74268 5.27807 0.05285  C67 1.535, C69 1.524, H80 1.096, H81 1.092
69 C -3.28739 6.66649 -0.26248  C68 1.524, C70 1.524, H82 1.094, H83 1.093
70 C -3.17196 6.95884 -1.75384  C69 1.524, C71 1.533, H84 1.093, H85 1.095
71 C -3.83512 5.88573 -2.62505  C70 1.533, N72 1.496, C74 1.546, C75 1.535
72 N -3.40986 4.49943 -2.25658  C67 1.499, C71 1.496, O73 1.319
73 O -2.20479 4.31526 -2.75911  N72 1.319
74 C -5.37022 6.03185 -2.51869  C71 1.546, H86 1.092, H87 1.091, H88 1.088
75 C -3.54038 6.19859 -4.09881  C71 1.535, H89 1.090, H90 1.091, H91 1.092
76 C -2.58258 2.86933 -0.50902  C67 1.536, H92 1.092, H93 1.091, H94 1.090
77 H -5.49233 4.64741 -0.37341  C66 1.087
78 H -5.19518 2.97515 -0.83354  C66 1.092
79 H -4.75625 3.56347 0.76592  C66 1.092
80 H -1.65813 5.29625 -0.10260  C68 1.096
81 H -2.89305 5.06476 1.11339  C68 1.092
82 H -4.32508 6.75083 0.07321  C69 1.094
83 H -2.72313 7.41459 0.29947  C69 1.093
84 H -3.61555 7.93542 -1.96513  C70 1.093
85 H -2.11084 7.04362 -2.01255  C70 1.095
86 H -5.88017 5.15423 -2.92023  C74 1.092
87 H -5.71566 6.89473 -3.09054  C74 1.091
88 H -5.72318 6.20797 -1.50428  C74 1.088
89 H -2.47265 6.24930 -4.31112  C75 1.090
90 H -3.95591 7.16950 -4.37206  C75 1.091
91 H -3.98744 5.44919 -4.75571  C75 1.092
92 H -2.94918 2.03598 -1.11194  C76 1.092
93 H -2.68699 2.58663 0.53986  C76 1.091
94 H -1.51340 2.97834 -0.69379  C76 1.090

Okay, here come the Mulliken numbers, in e, for every atom: -0.579, 0.026, -0.472, -0.622, -1.112, 0.020, -0.350, -0.771, 0.820, -0.582, 0.270, -0.321, 0.306, -0.587, -0.680, -0.356, -0.624, 0.698, -0.302, 0.350, 0.151, 0.045, 0.410, 0.128, 0.369, 0.325, 0.463, 0.478, 0.347, 0.366, 0.152, 0.310, 0.267, 0.352, 0.335, 0.368, -1.751, 1.739, -1.147, -0.559, -1.302, 1.910, 0.419, -0.518, -1.917, -1.933, -1.798, 0.307, 0.388, 0.424, 0.275, 0.457, 0.330, 0.393, 0.379, 0.347, 0.377, 0.490, 0.357, 0.305, 0.470, 0.467, 0.489, 0.424, 0.169, -1.788, 1.993, -1.266, -0.514, -1.250, 1.734, 0.347, -0.529, -1.825, -1.889, -2.020, 0.326, 0.404, 0.424, 0.368, 0.404, 0.314, 0.391, 0.367, 0.380, 0.379, 0.475, 0.335, 0.358, 0.444, 0.447, 0.474, 0.467, 0.263

No. 2
The following is a DFT calculation (the ωB97M-V functional and the def2-TZVPD basis) of a 3-piece molecular cluster, C34H53N3O9S overall at a distorted geometry.

- charge = 0
- DFT total energy (eV) = -69823.7371
- HOMO energy (Eh) = -0.3200
- HOMO-LUMO gap (eV) = 6.76

Each atom is followed by the atoms it is bonded to, with distances in Å.
CARTESIAN COORDINATES (ANGSTROEM)
1 C -4.05132 -0.99277 4.25272  C2 1.666, H36 1.170, H37 1.192, H38 1.187
2 C -4.14676 0.51542 4.95359  C1 1.666, O3 1.359, O4 1.471
3 O -3.36158 0.69225 6.04858  C2 1.359
4 O -5.01846 1.60296 4.48361  C2 1.471, C5 1.493
5 C -4.23097 2.83511 4.18246  O4 1.493, C6 1.639, H39 1.193, H40 1.180
6 C -3.30407 2.51809 2.86813  C5 1.639, C7 1.673, H41 1.176, H42 1.193
7 C -2.64740 3.89024 2.17266  C6 1.673, C8 1.638, H43 1.191, H44 1.170
8 C -2.70341 3.72498 0.54393  C7 1.638, C9 1.638, H45 1.173, H46 1.194
9 C -1.30321 3.25484 -0.16323  C8 1.638, C10 1.637, H47 1.193, H48 1.187
10 C -0.39012 2.21206 0.70776  C9 1.637, C11 1.639, H49 1.170, H50 1.194
11 C 0.21283 0.93865 -0.13012  C10 1.639, C12 1.672, C21 1.639
12 C 1.84141 0.61306 0.06040  C11 1.672, C13 1.639, H51 1.182
13 C 2.62143 -0.64103 -0.65064  C12 1.639, C14 1.656, H52 1.182
14 C 1.74909 -1.66815 -1.61333  C13 1.656, C15 1.654, C20 1.653
15 C 2.50776 -2.96864 -2.29851  C14 1.654, C16 1.673, H53 1.178, H54 1.170
16 C 2.32789 -4.36479 -1.39516  C15 1.673, O17 1.473, C18 1.664, H55 1.191
17 O 1.42659 -4.18961 -0.24317  C16 1.473, H56 1.022
18 C 1.91257 -5.64021 -2.37914  C16 1.664, N19 1.516, H57 1.194, H58 1.193
19 N 0.89568 -6.46629 -1.61736  C18 1.516, H59 1.049, H60 1.048
20 C 0.14180 -1.35784 -1.84211  C14 1.653, C21 1.673, C34 1.670
21 C -0.63257 -0.07022 -1.10669  C11 1.639, C20 1.673, C22 1.652
22 C -2.24881 0.14858 -1.36738  C21 1.652, O23 1.335, C24 1.667
23 O -3.12724 0.62343 -0.48120  C22 1.335
24 C -2.79834 -0.32924 -2.86710  C22 1.667, C25 1.656, C29 1.639
25 C -2.07594 -1.63282 -3.58817  C24 1.656, C26 1.641, C34 1.640
26 C -2.54073 -2.24540 -5.03793  C25 1.641, C27 1.649, H61 1.187
27 C -3.77492 -1.51207 -5.84932  C26 1.649, C28 1.641, H62 1.175
28 C -4.47427 -0.18896 -5.17508  C27 1.641, C29 1.656, H63 1.193
29 C -4.01049 0.39685 -3.69726  C24 1.639, C28 1.656, S30 1.876
30 S -4.89485 1.91857 -3.04848  C29 1.876, C31 1.909, O32 1.548, O33 1.579
31 C -6.48975 1.49954 -2.08610  S30 1.909, H64 1.186, H65 1.170, H66 1.194
32 O -3.97215 2.90966 -2.29852  S30 1.548
33 O -5.40458 2.69483 -4.32531  S30 1.579
34 C -0.82814 -2.33430 -2.78797  C20 1.670, C25 1.640, O35 1.350
35 O -0.60854 -3.65754 -2.93716  C34 1.350
36 H -5.04735 -1.33289 3.74163  C1 1.170
37 H -3.77207 -1.83683 5.04646  C1 1.192
38 H -3.16270 -0.99887 3.46599  C1 1.187
39 H -3.47458 3.10711 5.06373  C5 1.193
40 H -5.00242 3.71153 4.01258  C5 1.180
41 H -3.88487 1.85179 2.09281  C6 1.176
42 H -2.38529 1.86658 3.26002  C6 1.193
43 H -3.40415 4.76040 2.46978  C7 1.191
44 H -1.56589 4.12347 2.55317  C7 1.170
45 H -3.63977 3.06687 0.28671  C8 1.173
46 H -2.94738 4.81010 0.10973  C8 1.194
47 H -0.65973 4.24678 -0.32450  C9 1.193
48 H -1.56991 2.88013 -1.25729  C9 1.187
49 H -0.89664 1.78117 1.67039  C10 1.170
50 H 0.55331 2.83569 1.09038  C10 1.194
51 H 2.48137 1.32711 0.75079  C12 1.182
52 H 3.77066 -0.83683 -0.45369  C13 1.182
53 H 3.66084 -2.72873 -2.27272  C15 1.178
54 H 2.07128 -3.13880 -3.37017  C15 1.170
55 H 3.39396 -4.64505 -0.94287  C16 1.191
56 H 1.98025 -3.80348 0.52383  O17 1.022
57 H 2.89832 -6.25058 -2.66442  C18 1.194
58 H 1.42943 -5.25692 -3.40039  C18 1.193
59 H -0.05953 -6.39553 -2.04423  N19 1.049
60 H 1.11807 -7.49049 -1.63098  N19 1.048
61 H -1.95754 -3.20632 -5.41863  C26 1.187
62 H -4.12118 -1.94762 -6.88425  C27 1.175
63 H -5.34860 0.40280 -5.73013  C28 1.193
64 H -6.90145 0.49373 -2.56140  C31 1.186
65 H -6.32499 1.44549 -0.92898  C31 1.170
66 H -7.28102 2.33698 -2.39890  C31 1.194
67 C 0.02717 -0.38611 4.64672  O68 1.419, H73 1.094, H74 1.091, H75 1.093
68 O 1.33321 0.10654 4.90146  C67 1.419, C69 1.431
69 C 1.52285 0.62636 6.22099  O68 1.431, C70 1.546, H76 1.097, H77 1.096
70 C 1.79452 -0.45155 7.29610  C69 1.546, C71 1.526, N72 1.471, H78 1.097
71 C 0.54606 -1.21702 7.72388  C70 1.526, H79 1.093, H80 1.097, H81 1.095
72 N 2.81590 -1.41180 6.84981  C70 1.471, H82 1.020, H83 1.025
73 H -0.74247 0.19168 5.16794  C67 1.094
74 H -0.03401 -1.44058 4.92111  C67 1.091
75 H -0.15766 -0.31670 3.57157  C67 1.093
76 H 2.40761 1.27120 6.15882  C69 1.097
77 H 0.68676 1.27641 6.50498  C69 1.096
78 H 2.17699 0.06409 8.18569  C70 1.097
79 H 0.23214 -1.96092 6.98676  C71 1.093
80 H 0.73393 -1.75791 8.65963  C71 1.097
81 H -0.29173 -0.53451 7.89997  C71 1.095
82 H 3.68172 -0.90514 6.66375  N72 1.020
83 H 2.53089 -1.74946 5.92549  N72 1.025
84 C 6.84226 1.96695 -5.71520  O85 1.419, H90 1.094, H91 1.091, H92 1.093
85 O 6.93528 2.00713 -4.29990  C84 1.419, C86 1.431
86 C 5.68531 2.19613 -3.62967  O85 1.431, C87 1.546, H93 1.097, H94 1.096
87 C 4.84843 0.90563 -3.46903  C86 1.546, C88 1.526, N89 1.471, H95 1.097
88 C 4.15007 0.46586 -4.75218  C87 1.526, H96 1.093, H97 1.097, H98 1.095
89 N 5.66684 -0.20742 -2.96326  C87 1.471, H99 1.020, H100 1.025
90 H 6.06402 2.63435 -6.09829  C84 1.094
91 H 6.66672 0.94279 -6.04870  C84 1.091
92 H 7.80351 2.28487 -6.12732  C84 1.093
93 H 5.94105 2.55924 -2.62705  C86 1.097
94 H 5.10604 2.99457 -4.10842  C86 1.096
95 H 4.06432 1.11507 -2.73089  C87 1.097
96 H 4.83170 -0.00608 -5.46489  C88 1.093
97 H 3.36847 -0.27008 -4.52641  C88 1.097
98 H 3.66972 1.31531 -5.24857  C88 1.095
99 H 6.04835 0.05430 -2.05392  N89 1.020
100 H 6.49514 -0.27120 -3.56280  N89 1.025

Mulliken population analysis, charges in e, atoms 1 to 99: -0.726, 0.665, -0.541, -0.391, -0.544, 0.296, -0.508, -0.285, -0.641, 0.400, 0.169, -0.926, -0.855, 0.482, -0.676, 0.086, -0.563, -0.557, -0.539, 0.065, 0.666, 0.491, -0.416, 0.384, -0.049, -0.461, -0.447, -0.434, -0.136, 1.117, -0.799, -0.552, -0.676, 0.049, -0.518, 0.320, 0.293, 0.111, 0.260, 0.353, 0.092, -0.289, 0.356, 0.231, 0.003, 0.367, 0.433, 0.196, -0.353, 0.337, 0.208, 0.291, 0.282, 0.331, 0.391, 0.334, 0.363, 0.164, 0.205, 0.233, 0.325, 0.296, 0.330, 0.297, 0.252, 0.359, -0.636, -0.388, -0.695, 0.348, -1.347, -0.745, 0.236, 0.258, 0.261, 0.340, 0.384, 0.415, 0.255, 0.349, 0.338, 0.270, 0.324, -0.633, -0.390, -0.851, 0.825, -1.464, -0.620, 0.294, 0.221, 0.258, 0.357, 0.431, 0.156, 0.316, 0.209, 0.364, 0.273